Entry from the OMol25 dataset: a cluster of 9 separate species, C29H64F2N22O11 in total (ωB97M-V/def2-TZVPD).

Atoms and positions in Å:
C -6.39 -5.95 -3.65
C -5.65 -4.74 -4.23
O -5.32 -3.76 -3.24
C -5.40 -2.46 -3.84
C -4.62 -1.51 -2.93
N -3.48 -1.95 -2.46
C -2.84 -1.10 -1.63
C -1.60 -1.54 -1.05
C -1.04 -2.92 -1.37
C -2.02 -4.10 -1.12
O -2.55 -4.68 -2.34
C -1.60 -5.39 -3.00
O -0.95 -4.95 -3.92
C -0.91 -0.71 -0.21
C 0.39 -1.13 0.47
C 0.26 -1.59 1.96
C -1.19 -1.87 2.45
N -1.85 -0.71 3.08
C -1.42 0.62 0.07
C -0.72 1.64 0.96
C 0.17 2.62 0.09
N 1.40 2.98 0.81
N -0.53 3.88 -0.20
N 0.57 2.06 -1.21
C -2.58 0.99 -0.50
F -3.07 2.22 -0.23
C -3.36 0.16 -1.35
N -4.52 0.67 -1.84
C -5.12 -0.21 -2.61
C -6.47 0.21 -3.21
C -6.89 1.58 -2.64
F -8.02 2.05 -3.34
H -7.48 -5.89 -3.78
H -6.06 -6.83 -4.23
H -6.16 -6.15 -2.60
H -4.71 -5.07 -4.70
H -6.31 -4.28 -4.99
H -6.46 -2.22 -3.90
H -4.95 -2.52 -4.84
H -0.12 -3.13 -0.83
H -0.77 -2.92 -2.44
H -2.90 -3.69 -0.60
H -1.62 -4.89 -0.48
H -1.42 -6.45 -2.73
H 0.96 -1.87 -0.11
H 1.03 -0.24 0.48
H 0.81 -2.54 2.07
H 0.71 -0.86 2.66
H -1.10 -2.61 3.26
H -1.84 -2.33 1.69
H -1.17 -0.07 3.46
H -2.48 -0.26 2.43
H -1.42 2.18 1.60
H 0.00 1.14 1.63
H 2.09 2.24 0.64
H 1.77 3.78 0.30
H -1.13 4.04 0.60
H -1.11 3.77 -1.02
H -0.17 2.09 -1.90
H 0.98 1.14 -1.13
H -6.43 0.32 -4.30
H -7.24 -0.50 -2.89
H -7.18 1.51 -1.59
H -6.10 2.33 -2.74
C 2.59 -1.40 5.38
O 1.80 -1.06 4.51
N 3.64 -0.61 5.75
N 2.49 -2.59 6.04
H 4.30 -0.86 6.46
H 3.74 0.28 5.28
H 1.73 -3.19 5.79
H 3.13 -2.88 6.75
C 4.65 -1.29 1.90
O 4.19 -0.16 2.04
N 5.24 -1.70 0.74
N 4.61 -2.22 2.88
H 5.62 -2.62 0.62
H 5.29 -1.04 -0.01
H 4.19 -1.97 3.75
H 4.99 -3.15 2.77
C -7.75 5.95 -5.10
O -7.95 7.10 -5.43
N -6.52 5.36 -5.16
N -8.75 5.13 -4.64
H -6.34 4.41 -4.90
H -5.76 5.93 -5.50
H -9.67 5.52 -4.57
H -8.60 4.18 -4.36
C 7.95 -4.46 2.32
O 7.18 -4.12 1.44
N 9.01 -3.68 2.70
N 7.83 -5.63 2.99
H 9.66 -3.94 3.42
H 9.14 -2.81 2.22
H 7.05 -6.24 2.74
H 8.45 -5.93 3.72
C 5.49 3.83 1.02
O 5.30 5.00 0.73
N 6.75 3.28 1.02
N 4.50 2.97 1.37
H 6.94 2.32 1.25
H 7.51 3.88 0.76
H 3.57 3.33 1.39
H 4.65 2.00 1.62
C -1.00 6.96 2.13
O -1.44 5.88 2.51
N -0.22 7.08 1.02
N -1.25 8.13 2.79
H 0.15 7.95 0.69
H -0.02 6.23 0.51
H -1.82 8.08 3.61
H -0.90 9.02 2.49
C 5.16 -8.42 2.28
O 6.19 -7.76 2.34
N 4.63 -8.83 1.09
N 4.46 -8.78 3.39
H 3.79 -9.37 1.02
H 5.13 -8.58 0.26
H 4.82 -8.49 4.28
H 3.61 -9.32 3.36
C 2.43 9.51 -1.26
O 1.63 10.17 -0.63
N 3.71 9.31 -0.86
N 2.10 8.90 -2.44
H 4.38 8.77 -1.36
H 3.99 9.75 0.01
H 1.16 9.02 -2.77
H 2.74 8.35 -2.98

SMILES string: CCOCc1nc2c(CCOC=O)c(CCCN)c(CC(N)(N)N)c(F)c2nc1CCF.NC(N)=O.NC(N)=O.NC(N)=O.NC(N)=O.NC(N)=O.NC(N)=O.NC(N)=O.NC(N)=O
Kohn-Sham gap: 8.31 eV
Calculated total energy: -3375.74740 hartree


Entry from the OMol25 dataset: a structure of composition C29H64InO7 (ωB97M-V/def2-TZVPD).

Atoms and positions in Å:
C 1.81 0.90 3.61
C 0.84 -0.03 4.36
C 1.16 -1.54 4.25
C 1.78 -2.05 2.95
C 1.08 -1.70 1.62
C -0.46 -1.70 1.65
C -1.17 -0.82 0.62
C -1.28 -1.44 -0.78
C -0.02 -1.43 -1.65
C 0.53 -0.03 -1.97
C -0.53 0.95 -2.47
C 0.05 2.24 -3.05
In 0.06 3.78 -1.45
C -1.70 5.11 -1.64
C -2.91 4.26 -2.04
C -4.31 4.84 -1.77
C -4.83 4.64 -0.38
O -5.97 4.33 -0.11
O -3.92 4.88 0.60
C -3.28 3.74 1.21
C -3.11 4.01 2.69
O 1.89 4.81 -1.34
C 2.69 4.48 -0.25
C 4.12 5.01 -0.45
C 4.65 4.74 -1.86
H 1.43 1.22 2.64
H 2.78 0.43 3.43
H 1.99 1.82 4.18
H -0.18 0.16 4.02
H 0.85 0.23 5.42
H 1.86 -1.78 5.06
H 0.25 -2.12 4.45
H 1.83 -3.14 3.03
H 2.82 -1.72 2.89
H 1.44 -0.74 1.23
H 1.41 -2.46 0.90
H -0.81 -2.73 1.49
H -0.78 -1.41 2.65
H -2.19 -0.65 0.98
H -0.68 0.17 0.58
H -2.09 -0.97 -1.35
H -1.58 -2.49 -0.63
H -0.25 -1.91 -2.61
H 0.75 -2.05 -1.18
H 1.27 -0.12 -2.78
H 1.06 0.40 -1.11
H -1.20 1.17 -1.63
H -1.16 0.42 -3.21
H 1.08 2.09 -3.40
H -0.55 2.61 -3.89
H -0.11 2.86 0.07
H -1.55 5.89 -2.39
H -1.89 5.60 -0.68
H -2.86 4.05 -3.12
H -2.87 3.26 -1.56
H -4.27 5.93 -1.95
H -5.08 4.42 -2.43
H -3.90 2.85 1.04
H -2.31 3.60 0.73
H -4.04 3.86 3.24
H -2.35 3.34 3.10
H -2.77 5.04 2.84
H 2.76 3.39 -0.07
H 2.29 4.92 0.68
H 4.78 4.51 0.29
H 4.17 6.08 -0.23
H 4.67 3.66 -2.06
H 5.66 5.13 -1.98
H 4.00 5.20 -2.60
C 4.74 -8.38 3.20
O 5.77 -7.52 3.63
C 5.87 -6.32 2.87
C 5.21 -5.15 3.56
O 3.81 -5.33 3.68
C 3.38 -5.72 4.97
H 4.64 -9.16 3.95
H 3.79 -7.86 3.10
H 4.99 -8.85 2.24
H 5.41 -6.47 1.88
H 6.93 -6.10 2.73
H 5.38 -4.25 2.96
H 5.66 -5.00 4.54
H 3.48 -4.89 5.68
H 3.95 -6.57 5.34
H 2.33 -5.99 4.89
C -3.57 0.06 -6.17
O -4.47 -1.04 -6.17
C -3.91 -2.23 -5.65
C -4.31 -2.47 -4.21
O -3.80 -1.47 -3.36
C -4.74 -0.48 -2.97
H -4.16 0.95 -6.41
H -3.10 0.19 -5.20
H -2.79 -0.07 -6.93
H -2.81 -2.19 -5.71
H -4.25 -3.07 -6.27
H -3.90 -3.43 -3.89
H -5.40 -2.52 -4.14
H -5.47 -0.89 -2.26
H -5.28 -0.09 -3.84
H -4.19 0.32 -2.50

Charge: -1
Kohn-Sham gap: 6.71 eV
Calculated total energy: -1860.06668 hartree